# 1
This record from the OMol25 dataset describes a cluster of 4 separate species, C46H55F6NO11PS2 in total. The level of theory is ωB97M-V with the def2-TZVPD basis set.

Atoms and positions in Å:
C -3.23 -0.24 3.76
C -3.09 0.45 2.59
C -1.76 0.78 1.91
P -1.38 -0.11 0.24
S -3.18 -1.41 0.46
C -0.49 -1.64 1.02
O -0.88 -1.88 2.40
C -0.25 -2.90 2.96
F 1.09 -2.89 2.80
F -0.47 -2.82 4.30
F -0.74 -4.12 2.59
C -1.26 -0.94 -1.50
C -0.04 -1.51 -2.01
C 0.00 -2.08 -3.28
N -0.98 -2.24 -4.19
C -2.11 -1.69 -3.67
C -2.32 -1.06 -2.45
O -2.15 1.17 -0.61
C -1.20 2.18 -1.00
C -1.45 2.51 -2.50
C -2.77 3.37 -2.62
C -2.55 4.88 -2.35
S -1.43 5.70 -3.55
C 0.31 1.85 -0.54
C 1.36 1.71 -1.66
C 2.85 1.81 -1.24
C 3.31 0.87 -0.07
C 3.90 1.70 1.14
C 3.39 1.18 2.54
C 3.77 2.17 3.68
C 2.57 2.94 4.32
C 1.41 2.04 4.83
O 0.14 2.36 4.25
C -0.57 3.28 4.96
C -1.29 4.36 4.12
O -0.69 3.29 6.15
C 0.61 3.00 0.50
C 1.03 4.34 -0.18
C 0.60 5.54 0.71
F -0.64 5.99 0.45
F 1.44 6.59 0.38
F 0.81 5.33 2.02
O 0.16 0.63 0.19
H -2.66 -0.01 4.67
H -3.93 -1.09 3.74
H -4.04 0.83 2.15
H -0.92 0.70 2.63
H -1.82 1.86 1.65
H -4.19 -0.60 0.06
H 0.60 -1.56 0.87
H -0.86 -2.51 0.43
H 0.86 -1.48 -1.39
H 0.98 -2.46 -3.61
H -2.99 -1.77 -4.33
H -3.31 -0.65 -2.22
H -1.65 3.07 -0.49
H -1.63 1.63 -3.13
H -0.66 3.13 -2.98
H -3.53 2.95 -1.93
H -3.12 3.27 -3.67
H -2.09 4.98 -1.35
H -3.51 5.42 -2.29
H -0.50 6.34 -2.77
H 1.25 0.80 -2.28
H 1.18 2.56 -2.36
H 3.45 1.52 -2.13
H 3.19 2.84 -1.00
H 4.19 0.29 -0.44
H 2.57 0.12 0.25
H 3.55 2.76 1.10
H 5.00 1.74 1.09
H 3.89 0.21 2.70
H 2.29 1.04 2.47
H 4.31 1.67 4.51
H 4.47 2.95 3.29
H 2.17 3.75 3.67
H 2.98 3.47 5.21
H 1.62 0.99 4.53
H 1.40 2.04 5.93
H -2.37 4.29 4.34
H -1.19 4.16 3.03
H -0.96 5.38 4.38
H 1.36 2.62 1.22
H -0.28 3.23 1.12
H 2.13 4.47 -0.27
H 0.60 4.44 -1.19
C 0.91 1.95 -8.42
C 0.26 2.24 -7.30
C -0.27 1.17 -6.41
O -0.86 1.43 -5.39
C -0.03 -0.23 -6.83
C 0.62 -0.52 -7.96
C 1.14 0.55 -8.83
O 1.74 0.29 -9.86
H 1.30 2.72 -9.07
H 0.08 3.26 -6.97
H -0.42 -1.01 -6.17
H 0.80 -1.54 -8.28
C 3.27 -7.16 -5.13
C 3.13 -5.83 -5.20
C 2.45 -5.07 -4.13
O 2.32 -3.87 -4.19
C 1.93 -5.84 -2.97
C 2.06 -7.16 -2.90
C 2.74 -7.92 -3.98
O 2.87 -9.13 -3.91
H 3.76 -7.73 -5.90
H 3.51 -5.26 -6.04
H 1.43 -5.27 -2.20
H 1.68 -7.74 -2.07
C -2.38 -6.16 5.80
C -2.52 -4.84 5.75
C -3.15 -4.09 6.87
O -3.28 -2.89 6.83
C -3.63 -4.88 8.03
C -3.49 -6.20 8.08
C -2.86 -6.94 6.97
O -2.73 -8.15 7.01
H -1.92 -6.72 5.00
H -2.18 -4.25 4.91
H -4.09 -4.31 8.84
H -3.83 -6.79 8.92

Computed properties:
Highest occupied orbital energy: -4.293 eV
Charge: -1
Orbital gap: 0.1549 Eh
Multiplicity: 1

Mulliken population analysis, charges in e, atoms 1 to 99:
1. C -1.186
2. C -0.011
3. C 0.450
4. P 0.933
5. S -0.412
6. C -2.193
7. O -0.135
8. C 1.071
9. F -0.262
10. F -0.255
11. F -0.323
12. C 1.293
13. C -0.815
14. C -0.404
15. N -0.726
16. C -0.469
17. C -0.917
18. O -0.350
19. C -0.571
20. C 0.232
21. C -1.184
22. C -0.125
23. S -0.311
24. C 1.704
25. C -0.771
26. C -1.484
27. C 0.053
28. C -1.280
29. C 1.005
30. C -1.328
31. C -0.140
32. C -0.717
33. O -0.068
34. C 0.510
35. C -0.620
36. O -0.575
37. C 1.575
38. C -0.816
39. C 0.592
40. F -0.269
41. F -0.361
42. F -0.202
43. O 0.324
44. H 0.269
45. H 0.189
46. H 0.426
47. H -0.063
48. H -0.158
49. H 0.171
50. H 0.463
51. H 0.727
52. H 0.291
53. H 0.776
54. H 0.322
55. H 0.230
56. H -0.162
57. H -0.490
58. H 0.406
59. H 0.336
60. H 0.481
61. H -0.114
62. H 0.477
63. H 0.107
64. H 0.228
65. H 0.313
66. H 0.638
67. H 0.359
68. H 0.747
69. H -0.326
70. H 0.321
71. H 0.449
72. H 0.511
73. H -0.709
74. H 0.267
75. H 0.412
76. H 0.009
77. H 0.461
78. H 0.367
79. H 0.383
80. H 0.338
81. H -0.035
82. H 0.292
83. H -1.173
84. H -0.364
85. H 0.227
86. H 0.268
87. C -0.402
88. C -0.397
89. C 0.151
90. O -0.357
91. C -0.076
92. C -0.467
93. C 0.309
94. O -0.588
95. H 0.400
96. H 0.477
97. H 0.447
98. H 0.450
99. C -0.413

# 2
This record from the OMol25 dataset describes a structure of composition C20H16BrCeN4O4. The level of theory is ωB97M-V with the def2-TZVPD basis set.

Atoms and positions in Å:
Ce 0.51 0.02 0.89
N 1.20 -1.92 2.59
C 2.68 -2.03 2.66
C 3.29 -0.61 2.51
O 4.03 -0.17 3.38
N 2.87 -0.03 1.37
C 3.18 1.42 1.26
C 1.77 1.93 1.05
O 1.31 1.94 -0.12
O 0.97 1.89 2.04
H 0.89 -1.44 3.43
H 0.78 -2.84 2.64
H 3.02 -2.66 1.84
H 3.02 -2.45 3.61
H 3.80 1.63 0.39
H 3.65 1.78 2.18
Br -7.30 0.30 1.75
C -5.41 0.06 1.76
C -4.77 -0.27 2.96
C -3.42 -0.46 2.98
C -2.62 -0.33 1.81
O -1.35 -0.56 1.87
C -3.29 0.01 0.60
C -2.61 0.17 -0.65
N -1.33 0.15 -0.84
C -0.78 0.41 -2.10
C -1.42 1.10 -3.11
C -0.78 1.41 -4.32
C 0.53 1.08 -4.52
C 1.24 0.38 -3.51
C 2.61 0.06 -3.64
C 3.23 -0.66 -2.65
C 2.48 -1.05 -1.54
N 1.21 -0.74 -1.36
C 0.58 0.00 -2.32
C -4.69 0.19 0.61
H -5.36 -0.37 3.86
H -2.91 -0.71 3.90
H -3.28 0.30 -1.51
H -2.42 1.48 -2.96
H -1.33 1.94 -5.08
H 1.04 1.34 -5.43
H 3.14 0.39 -4.52
H 4.27 -0.92 -2.71
H 2.94 -1.64 -0.76
H -5.19 0.45 -0.32

Computed properties:
Highest occupied orbital energy (alpha / beta): -7.674 / -8.175 eV
Charge: 0
Orbital gap (alpha / beta): 0.2451 / 0.2636 Eh
⟨S²⟩: 0.7508
Multiplicity: 2

From a Mulliken analysis of the wavefunction, the atomic charges in e read:
1. Ce 0.668
2. N -0.441
3. C -0.619
4. C 0.516
5. O -0.721
6. N -0.118
7. C -0.868
8. C 0.978
9. O -0.554
10. O -0.558
11. H 0.247
12. H 0.222
13. H 0.256
14. H 0.357
15. H 0.287
16. H 0.391
17. Br -0.218
18. C -0.240
19. C -0.421
20. C -0.655
21. C 0.251
22. O -0.501
23. C 0.399
24. C 0.272
25. N -0.029
26. C 0.772
27. C -0.715
28. C -0.928
29. C -0.934
30. C 1.173
31. C -0.644
32. C -0.885
33. C 0.082
34. N -0.279
35. C 0.175
36. C -0.686
37. H 0.418
38. H 0.421
39. H 0.318
40. H 0.376
41. H 0.393
42. H 0.398
43. H 0.424
44. H 0.429
45. H 0.350
46. H 0.440

# 3
This record from the OMol25 dataset describes a structure of composition C2H4AgNaO2. The level of theory is ωB97M-V with the def2-TZVPD basis set.

Atoms and positions in Å:
O 0.00 0.48 -0.48
C 1.13 1.32 -0.70
C 2.12 1.19 0.41
O 1.98 0.38 1.31
H 0.81 2.37 -0.77
H 1.66 1.11 -1.64
H 3.02 1.83 0.34
Ag 0.28 -1.05 1.42
Na -0.74 -0.90 -2.64
H -0.82 1.08 -0.32

Computed properties:
Highest occupied orbital energy (alpha / beta): -8.713 / -13.601 eV
Charge: +1
Orbital gap (alpha / beta): 0.1567 / 0.3339 Eh
⟨S²⟩: 0.7513
Multiplicity: 2

From a Mulliken analysis of the wavefunction, the atomic charges in e read:
1. O -0.685
2. C -0.249
3. C 0.056
4. O -0.406
5. H 0.363
6. H 0.290
7. H 0.356
8. Ag 0.149
9. Na 0.733
10. H 0.392

# 4
This record from the OMol25 dataset describes a structure of composition C10H6F6N2O4OsS2. The level of theory is ωB97M-V with the def2-TZVPD basis set.

Atoms and positions in Å:
Os -0.51 0.59 -0.84
F -4.59 -0.87 0.48
C -4.52 0.36 0.96
F -4.68 0.33 2.28
F -5.47 1.10 0.41
S -2.87 1.05 0.54
O -2.83 1.27 -0.91
O -1.87 0.03 0.89
N -2.86 2.33 1.41
S -1.45 3.03 1.69
O -0.56 2.82 0.57
O -1.65 4.33 2.21
C -0.71 2.03 3.10
F -1.64 1.27 3.68
F 0.27 1.26 2.66
F -0.22 2.88 4.00
C 0.80 -0.50 -0.80
C 1.84 -1.48 -0.92
C 2.99 -1.43 -0.12
C 3.99 -2.36 -0.31
C 3.85 -3.34 -1.28
C 2.71 -3.41 -2.05
C 1.69 -2.48 -1.88
H 3.08 -0.66 0.63
H 4.89 -2.32 0.30
H 4.65 -4.07 -1.42
H 2.60 -4.19 -2.80
H 0.78 -2.52 -2.46
N 0.70 1.68 -3.44
C 0.28 1.24 -2.44
H 1.30 2.03 -4.15

Computed properties:
Highest occupied orbital energy: -7.775 eV
Charge: 0
Orbital gap: 0.2598 Eh
Multiplicity: 1

From a Mulliken analysis of the wavefunction, the atomic charges in e read:
1. Os 0.417
2. F -0.198
3. C 0.536
4. F -0.192
5. F -0.204
6. S 1.258
7. O -0.701
8. O -0.720
9. N -0.455
10. S 1.072
11. O -0.591
12. O -0.632
13. C 0.768
14. F -0.237
15. F -0.216
16. F -0.220
17. C -0.817
18. C 0.892
19. C -0.307
20. C -0.569
21. C -0.368
22. C -0.561
23. C -0.317
24. H 0.489
25. H 0.395
26. H 0.383
27. H 0.386
28. H 0.471
29. N -0.418
30. C 0.401
31. H 0.256

# 5
This record from the OMol25 dataset describes an isolated molecule of C3H5N3O. The level of theory is ωB97M-V with the def2-TZVPD basis set.

Atoms and positions in Å:
H 0.53 2.18 -0.74
N -0.56 1.95 -0.84
C -0.55 0.65 -0.68
C -1.34 -0.59 -0.46
C -0.60 -1.63 -0.07
O 0.83 -1.41 -0.16
N 0.80 0.02 -0.37
N 1.36 0.65 0.81
H -2.52 -0.37 -0.22
H -1.05 -2.52 0.15
H 2.45 0.45 0.99
H 0.62 0.62 1.58

Computed properties:
Relative energy (zero: lowest compared OMol25 entry of this formula, charge and spin): 141.29 kcal per mole
Highest occupied orbital energy: -9.111 eV
Charge: 0
Orbital gap: 0.3525 Eh
SMILES string: [H]/N=c1/ccon1N
Multiplicity: 1

From a Mulliken analysis of the wavefunction, the atomic charges in e read:
1. H 0.341
2. N -0.651
3. C 0.472
4. C -0.252
5. C -0.338
6. O -0.254
7. N -0.072
8. N -0.487
9. H 0.248
10. H 0.492
11. H 0.279
12. H 0.221

# 6
This record from the OMol25 dataset describes a structure of composition C2H6IOP. The level of theory is ωB97M-V with the def2-TZVPD basis set.

Atoms and positions in Å:
C 1.41 -0.89 0.39
C -0.92 0.57 -0.17
O -0.85 1.32 0.92
P 0.73 0.29 -0.86
I -2.01 1.54 -1.83
H 1.67 -0.17 1.25
H 2.23 -1.35 -0.10
H 0.74 -1.62 0.61
H -1.60 -0.25 0.22
H -1.62 1.30 1.47
H 0.21 -0.73 -1.90

Computed properties:
Relative energy (zero: lowest compared OMol25 entry of this formula, charge and spin): 55.14 kcal per mole
Highest occupied orbital energy: -9.220 eV
Charge: 0
Orbital gap: 0.3524 Eh
Multiplicity: 1

From a Mulliken analysis of the wavefunction, the atomic charges in e read:
1. C -0.929
2. C -0.304
3. O -0.488
4. P 0.006
5. I -0.094
6. H 0.237
7. H 0.348
8. H 0.347
9. H 0.473
10. H 0.349
11. H 0.057

Asked for F_max across the records above, the calculation gives 0.052; 0.079; 0.057; 0.013; 0.109; 0.075 Eh/bohr in order.
Asked for E_tot across the records above, the calculation gives -119867.24232; -118124.94184; -14640.86506; -62075.83529; -9704.45694; -21606.76989 eV in order.